134
Properties=species:S:1:pos:R:3:forces:R:3:lowdin_charge:R:1 method="wB97M-V/def2-TZVPD" max_force_ev_per_a=12.1 total_charge=-1 lumo_ev=-0.761
Si 4.53744 -2.69594 -3.20269 -0.3 1.6 -0.4 0.4443
F -4.55427 -2.48863 -3.74169 2.1 -1.6 2.7 0.0143
F -2.64012 -5.49731 -0.93611 0.4 0.4 -3.6 0.0413
F -0.41954 -7.19732 -0.04140 1.8 1.6 -0.1 -0.0938
F -2.55987 -6.89870 -2.79716 0.1 3.3 1.2 0.0075
F -4.84614 -5.38107 -2.67527 2.6 2.1 -1.1 0.0205
F -3.58767 -4.87571 -4.57222 0.1 0.9 4.5 0.0556
F -2.54558 -2.39696 -2.56302 -3.3 -2.4 -0.1 0.0702
O -9.19458 -7.10342 3.00918 0.1 0.3 -0.3 0.0937
O 4.59324 6.33098 -5.63577 -0.1 -0.3 0.0 0.0685
O 1.28580 -3.61419 6.95028 -0.5 0.1 0.1 0.1035
O -6.11504 -2.71365 -1.49772 9.2 6.6 -4.4 -0.0422
O 3.80593 6.43277 4.25555 0.2 -0.1 -0.4 0.0990
O -7.13200 -3.87017 -0.67118 -5.4 -6.5 4.8 0.0467
O -3.94514 -2.95674 7.56764 0.4 -0.1 0.0 0.0946
O 3.24498 -2.97064 -4.31490 1.1 -0.5 1.9 -0.2813
O 5.65879 5.03071 -0.51673 -0.1 0.1 0.7 0.0900
O 5.66339 7.56409 -1.99648 0.1 0.7 0.0 0.0785
O -1.85123 -1.06138 3.63162 -0.4 0.3 -0.1 0.0966
O -3.57051 4.53211 4.67359 -0.2 0.3 -0.2 0.0921
O -6.23826 7.49739 1.17052 0.3 -0.2 0.3 0.0996
O 4.27553 1.57218 -3.30064 0.1 1.8 -0.6 0.0725
O -4.20881 -2.91601 -0.11282 -1.9 -0.2 -6.3 0.0471
O 5.97644 12.31748 -4.34130 0.0 -0.4 0.3 0.0998
O -6.18371 1.84265 2.62730 0.3 -0.4 0.1 0.0734
O -0.69124 -5.19030 -4.12535 -2.1 0.3 5.8 0.0007
C 4.15979 4.02762 -5.86550 -0.1 -0.3 -0.1 0.0200
C 4.76660 -3.98286 -1.80809 -0.2 -1.7 -0.2 -0.2053
C 5.73446 8.65700 -2.53623 0.0 -0.3 0.1 -0.3460
C 4.70980 3.87392 -3.06698 0.0 0.2 -0.1 0.0407
C -0.12339 -3.66043 -0.56660 0.4 0.2 1.2 -0.0948
C -8.96661 -5.18018 0.03034 -0.4 -0.2 0.2 0.0313
C -4.68006 -2.93836 -1.31358 -0.7 1.7 4.7 -0.1878
C 4.00644 4.75508 2.61656 0.0 -0.3 -0.3 0.0246
C -5.18563 1.17512 2.85874 -0.4 -0.2 -0.2 -0.3749
C -4.06757 6.68620 3.86433 0.0 0.4 -0.1 0.0209
C 5.90519 11.22567 -3.80305 0.0 0.5 -0.5 -0.3871
C 4.99130 7.06156 2.32156 0.2 0.0 -0.3 0.0222
C -0.91108 -5.05302 -2.83384 1.2 -0.4 -5.1 -0.0991
C 5.23362 5.35218 0.57985 0.2 -0.2 -0.5 -0.3574
C 1.19452 -3.38009 -2.80140 -0.4 0.4 -1.2 -0.1164
C -5.74195 5.34288 1.97867 0.1 -0.3 0.2 0.0389
C 5.45822 6.70798 1.12213 0.0 0.4 0.3 0.0239
C -7.36401 -5.79780 2.31167 0.2 0.2 -0.1 0.0248
C -9.48526 -5.99098 0.95502 -0.1 0.2 -0.4 0.0164
C 0.08423 -3.46384 7.09169 0.6 0.0 -0.2 -0.3830
C 0.88603 -6.54310 -0.10925 2.7 -1.2 0.0 -0.3030
C -4.18316 5.21326 3.86785 0.2 -0.2 0.2 -0.3658
C -4.73955 7.43124 2.98439 0.3 0.0 0.3 0.0200
C 4.23103 6.11104 3.15894 -0.2 0.2 0.6 -0.3882
C -6.84513 -4.98687 1.38682 0.1 -0.2 0.3 0.0459
C -3.61356 -4.69012 -3.12196 -1.0 -2.1 -0.5 -0.1290
C 4.07830 2.83178 -5.27940 -0.1 0.1 -0.4 0.0359
C -3.77711 -3.14775 -2.66758 -0.9 1.9 -1.8 -0.1299
C -3.77377 -0.75201 2.30873 -0.2 -0.1 -0.3 0.0452
C 4.34804 2.66558 -3.83636 0.0 -0.4 0.3 -0.3408
C 4.47334 4.40147 1.41716 -0.2 -0.1 0.3 0.0327
C 1.23930 -5.84206 -1.51808 0.0 -1.4 0.0 -0.1013
C -4.86152 -0.02142 2.05571 0.2 -0.2 0.0 0.0331
C -3.16996 0.80203 4.20549 -0.2 0.3 0.1 0.0425
C 5.46477 8.81926 -3.97944 0.0 0.1 -0.2 0.0402
C 4.79148 5.07173 -3.65364 0.0 -0.1 0.2 0.0361
C -2.39338 -5.49106 -2.35881 -0.6 -2.2 -0.5 -0.1674
C 2.25586 -3.95612 -3.85518 -1.3 -0.2 -1.2 -0.2583
C 6.17491 11.06311 -2.35934 0.0 -0.2 0.4 0.0231
C -0.72436 -2.75130 6.08091 -0.3 0.2 -0.2 0.0337
C -1.93446 -3.81965 8.43657 0.3 -0.2 0.2 0.0156
C 6.09467 9.86840 -1.77030 0.1 0.3 0.1 0.0238
C -0.61956 -3.98648 8.28124 -0.3 -0.1 0.3 0.0173
C -5.07006 4.59728 2.85856 0.0 0.1 -0.2 0.0321
C -7.60797 -4.61669 0.17727 -0.1 0.1 -0.3 -0.3013
C -2.74295 -3.10697 7.42558 -0.5 0.1 -0.1 -0.3846
C 4.52136 5.23660 -5.09715 0.0 0.1 0.0 -0.3644
C -4.25769 1.53249 3.95237 0.2 -0.1 0.3 0.0160
C -8.72207 -6.36108 2.16480 -0.1 -0.4 0.4 -0.3899
C 4.34565 -0.96394 -2.32215 -0.4 -0.8 0.7 -0.2106
C 1.99531 -7.75417 0.09610 0.2 0.3 -1.0 -0.0887
C -2.84613 -0.39466 3.40187 0.5 -0.2 0.0 -0.3691
C -5.62636 6.81561 1.97524 -0.4 0.2 -0.5 -0.3863
C -2.03936 -2.58457 6.23650 0.2 0.0 0.0 0.0229
C 5.54509 10.01460 -4.56854 0.0 -0.3 0.1 0.0326
C 6.18337 -2.56584 -4.24016 -0.3 -0.2 -0.1 -0.2159
B 0.34492 -4.52589 -1.92246 -0.2 1.2 1.0 -0.7298
H 2.47964 -7.74804 1.14490 -1.0 -0.3 -1.6 0.0636
H -5.14321 3.51716 2.87388 -0.1 0.5 -0.1 0.0642
H -5.85074 -4.56625 1.47916 0.0 0.0 -0.1 0.1208
H 6.28841 9.73177 -0.71344 0.0 0.0 0.0 0.1146
H 3.91105 -3.93568 -1.02350 1.7 0.0 -1.2 0.0501
H 1.65154 -4.24659 -4.82248 1.1 0.5 2.0 0.1304
H -6.36979 -1.83806 -1.07727 0.8 -1.6 -0.4 0.1586
H 1.12379 -6.65654 -2.36018 0.4 1.2 1.6 0.1354
H -2.46584 -4.19545 9.30226 0.0 0.0 0.0 0.1189
H -10.47926 -6.41160 0.86267 0.0 0.0 0.0 0.1190
H 6.01764 7.39132 0.49585 0.0 -0.1 -0.1 0.0991
H -0.70565 -4.28994 0.20393 0.6 1.2 -1.0 0.0507
H 1.53856 -8.78639 -0.20744 0.7 1.9 0.9 0.0824
H 5.20098 7.92132 -4.52698 0.0 0.1 0.0 0.0843
H 3.95487 -0.14289 -3.03915 0.9 -2.1 1.7 0.0136
H -0.01293 -4.50692 9.01236 0.0 0.0 0.0 0.1196
H 1.59923 -2.58226 -2.05424 -0.1 -1.4 -1.4 0.0952
H 5.05645 5.97018 -3.10506 0.0 -0.2 0.0 0.0811
H -6.81895 -6.07867 3.20433 0.0 0.0 0.0 0.1231
H 4.31792 3.41145 1.00565 0.0 0.0 0.0 0.1279
H 6.43829 11.96029 -1.81245 0.0 0.0 0.0 0.1218
H 5.38285 -0.73174 -1.85150 -1.7 0.0 -0.9 0.0422
H 4.69371 -5.04440 -2.30992 0.2 1.8 1.1 0.0491
H -3.41322 7.12189 4.60962 0.0 0.0 0.0 0.1209
H 2.83284 -4.90852 -3.55886 -1.1 1.4 0.0 0.0950
H -3.52221 -1.63244 1.72983 0.0 0.0 0.0 0.1054
H 3.61703 -1.12030 -1.41606 1.2 0.4 -1.7 0.0418
H 4.90324 3.73353 -2.01158 0.0 0.0 -0.1 0.0949
H 0.36132 -2.82215 -3.41896 1.8 -0.7 1.0 0.1163
H -2.48059 1.05007 5.00348 0.0 0.0 0.0 0.1291
H -0.19349 -2.37533 5.21507 0.0 0.0 0.0 0.1199
H -5.55076 -0.26961 1.25788 0.0 0.0 0.0 0.1151
H 5.35138 10.15137 -5.62524 0.0 0.0 0.0 0.1256
H -9.51170 -4.89933 -0.86243 0.0 0.0 0.0 0.1221
H 5.82746 -3.90887 -1.35648 -1.8 0.0 -0.5 0.0426
H 0.87187 -3.32649 -0.03198 -1.8 -0.5 -0.8 0.0701
H -4.66697 8.51170 2.96830 0.0 0.0 0.0 0.1208
H 2.37584 -5.55142 -1.50607 -2.1 -0.6 0.3 0.0885
H 7.04611 -2.62051 -3.46159 -1.2 0.1 -1.6 0.0340
H -2.64525 -2.06470 5.50611 0.1 -0.1 0.1 0.0960
H 1.09060 -5.81248 0.78636 -1.2 -1.3 -1.7 0.1425
H 3.44685 4.07127 3.24275 0.0 0.0 0.0 0.1246
H 6.17448 -3.47829 -4.96347 0.4 1.7 1.1 0.0380
H 3.96602 4.16703 -6.92195 0.0 0.0 0.0 0.1196
H -6.39631 4.90731 1.23336 0.0 0.0 0.0 0.1273
H -0.68211 -2.68241 -0.82513 0.7 -1.5 0.5 0.0549
H 6.18278 -1.54957 -4.82264 0.2 -2.0 1.0 0.0417
H 2.85289 -7.55701 -0.67818 -1.5 -0.4 1.5 0.0695
H 5.14668 8.05147 2.73307 0.0 0.0 0.0 0.1199
H 3.81376 1.93613 -5.82842 0.0 0.0 0.0 0.1281
H -4.50878 2.41202 4.53105 0.1 -0.1 0.0 0.1006